Density functional theory data (ωB97M-V/def2-TZVPD) for the molecule C11H12N2OS in a non-equilibrium geometry.

The geometry in XYZ format:
```
27
Properties=species:S:1:pos:R:3:forces:R:3
C 4.014 1.123 1.338 0.844 -1.535 0.012
C 3.352 0.301 0.218 2.558 -1.255 -0.648
S 4.045 0.533 -1.553 -0.605 1.830 -0.342
N 3.472 -1.153 0.280 1.576 -1.142 2.257
N 2.336 -1.734 -0.060 -1.258 0.161 -0.826
C 1.483 -0.796 -0.233 0.610 -0.044 0.899
C 0.068 -0.974 -0.394 0.835 1.913 -0.034
C -0.772 0.031 -0.185 0.683 -0.711 -0.105
C -2.185 -0.007 -0.314 -1.344 1.256 0.713
C -2.881 -1.040 -0.895 -0.647 0.538 0.437
C -4.258 -0.971 -0.865 0.133 2.149 0.144
C -4.918 0.152 -0.361 2.094 0.323 1.897
C -4.240 1.163 0.322 1.246 1.260 -0.306
C -2.862 1.101 0.265 1.207 -0.735 -0.505
O 2.045 0.481 0.117 -3.500 -0.552 0.264
H 5.119 1.014 1.366 -0.608 0.321 -0.605
H 3.746 0.801 2.349 -0.602 -0.321 -0.308
H 3.700 2.124 1.236 -0.008 1.251 -0.254
H 5.010 -0.097 -1.004 2.004 -0.775 -0.135
H 4.287 -1.792 0.295 -0.745 1.394 -0.031
H -0.247 -1.893 -0.757 -0.386 -1.675 -0.448
H -0.395 0.936 0.201 0.654 0.987 0.270
H -2.325 -1.835 -1.321 0.065 -0.816 -0.453
H -4.870 -1.630 -1.357 -1.121 -2.037 -0.966
H -5.903 0.241 -0.100 -2.960 -0.627 -0.617
H -4.684 2.077 0.815 0.053 -1.434 -0.719
H -2.138 1.844 0.599 -0.777 0.276 0.407
```
Positions in Å, forces in eV/Å.

Its spin multiplicity is 1. The energy is -27461.550 eV. The value obtained for the highest occupied orbital energy (alpha / beta) is -7.46 / -7.46 eV. For the frontier orbital gap (alpha / beta), the calculation gives 7.717 / 7.717 eV.

Mulliken population analysis, charges in e, atoms 1 to 2: -1.27, 0.57